No. 1
Formula: C46H49Br2FeN5P2SSi2
Source: the OMol25 dataset
Level of theory: ωB97M-V/def2-TZVPD

Geometry as XYZ:
```
108
Properties=species:S:1:pos:R:3:forces:R:3
Fe 0.30200 0.13267 0.32844 -0.189 -0.093 -0.231
C 2.42087 -3.73253 -2.19691 0.146 -0.472 0.461
Si 2.45018 -2.12041 -1.26436 -1.931 0.048 0.057
C 2.97991 -0.90410 -2.62356 0.589 0.004 0.232
C 3.72715 -2.34652 0.05907 1.490 0.664 -0.386
N 0.90573 -1.64359 -0.59730 0.402 0.047 -0.286
P -0.58499 -2.27451 -0.36271 0.537 -1.834 -0.720
C -1.64926 -1.17122 0.18601 -0.601 0.214 -0.095
P -2.25920 0.20707 -0.49573 -0.037 0.681 2.079
N -1.18863 1.40489 -0.19219 -0.265 1.943 0.293
Si -1.42874 3.16803 -0.11543 -0.163 -2.035 -1.669
C -2.78150 3.60294 -1.38211 -1.309 -1.764 0.749
C -1.62518 3.80367 1.58898 -2.860 1.753 0.631
C 0.06245 3.99099 -0.90735 0.014 0.931 1.380
C -2.51533 0.12269 -2.23766 -1.538 -1.449 -1.213
C -1.79820 0.79047 -3.22495 0.778 1.071 1.361
C -1.94575 0.47910 -4.54651 -0.921 -0.487 -1.773
C -2.82861 -0.56165 -4.95772 0.277 0.543 0.212
C -3.50348 -1.30172 -3.99929 -0.789 0.699 1.213
C -3.40498 -0.89194 -2.62446 0.571 -0.351 -2.188
C -3.94126 0.51580 0.32960 1.465 -1.004 -0.364
C -5.04812 0.83214 -0.42423 -0.653 0.562 1.415
C -6.28157 0.91478 0.22297 0.130 -0.444 0.503
C -6.39215 0.66012 1.61451 -1.362 0.421 -2.286
C -5.29495 0.25696 2.30692 0.655 0.021 -0.260
C -4.07886 0.14086 1.67980 1.211 0.610 -0.930
C -0.97118 -3.44175 -1.80636 -0.303 0.201 0.109
C -0.75987 -2.95598 -3.09269 0.227 0.108 -0.436
C -1.07726 -3.67022 -4.24379 -0.306 -1.628 0.584
C -1.53260 -5.02804 -4.08771 0.949 2.444 0.620
C -1.71523 -5.52984 -2.81563 -0.266 -0.106 0.190
C -1.50772 -4.72793 -1.69060 0.402 0.036 0.270
C -0.55624 -3.53812 0.95199 1.200 -0.438 0.213
C -1.61800 -3.65321 1.80902 -0.268 -0.958 1.433
C -1.61152 -4.52052 2.90926 1.357 -0.384 0.493
C -0.46575 -5.34223 3.14254 -1.296 1.566 -1.761
C 0.57933 -5.31020 2.21867 -1.146 0.702 0.006
C 0.52881 -4.38814 1.16728 0.929 -0.520 -0.888
H 3.48097 -4.03480 -2.22155 -0.377 -0.335 -0.166
H 1.75624 -4.54933 -1.87735 0.471 0.207 0.360
H 2.08425 -3.53885 -3.18989 -0.043 0.216 -0.984
H 2.37421 -1.03478 -3.51025 -0.368 -0.406 -0.217
H 2.86594 0.15777 -2.41593 0.253 0.119 0.380
H 4.01889 -1.11011 -2.94532 -0.316 0.213 0.204
H 4.66858 -2.42228 -0.53955 -0.356 -0.331 0.451
H 3.92466 -1.44859 0.65298 -0.292 -0.072 0.188
H 3.65044 -3.21761 0.71701 -0.176 0.146 -0.210
H -3.83876 3.14541 -1.23741 1.700 1.144 0.108
H -2.78157 4.65235 -1.55162 -0.509 1.057 -0.036
H -2.46145 3.15466 -2.31606 0.242 -0.060 -0.226
H -2.57084 3.38315 2.07317 1.391 0.230 -0.442
H -0.77213 3.63560 2.17768 1.153 -0.788 1.041
H -1.78044 4.92874 1.69925 0.116 -1.148 -0.598
H 0.46161 3.41123 -1.69018 0.206 -0.763 -1.243
H -0.32422 4.93522 -1.33565 0.596 -0.126 0.314
H 0.91741 4.11750 -0.20126 -0.723 0.311 -0.474
H -1.16530 1.62071 -2.83732 -0.215 -0.749 -0.748
H -1.50356 1.07820 -5.35551 0.076 -0.229 0.615
H -3.05494 -0.70954 -6.02592 0.439 -0.068 0.586
H -4.22774 -2.09416 -4.28942 0.712 0.623 0.282
H -4.00595 -1.40584 -1.90369 -0.117 -0.270 0.436
H -4.95090 1.10813 -1.44714 -0.053 -0.069 -0.739
H -7.12883 1.07572 -0.42177 -0.464 0.320 0.278
H -7.36856 0.71832 2.09574 0.242 0.011 -0.122
H -5.41463 0.01323 3.31567 0.050 -0.354 1.507
H -3.15888 -0.17467 2.17925 -0.453 -0.088 0.046
H -0.24785 -2.00682 -3.15565 -0.196 0.390 -0.309
H -0.94677 -3.23391 -5.23487 0.077 -0.158 0.287
H -1.62674 -5.66576 -4.91833 -0.342 -0.556 -1.037
H -2.03696 -6.56947 -2.70313 0.100 0.365 0.096
H -1.65937 -5.16095 -0.70904 -0.111 0.042 0.008
H -2.47113 -3.06638 1.63355 -0.981 0.891 -0.172
H -2.42284 -4.50441 3.65437 0.287 -0.140 -0.628
H -0.46204 -6.04057 3.92454 0.045 -0.750 1.095
H 1.35060 -6.03889 2.31960 0.709 -0.155 -0.082
H 1.33714 -4.40715 0.40215 -0.484 0.142 0.747
Br 2.35057 -1.39881 6.56697 -0.201 0.195 -0.690
C 1.72279 -0.92161 4.81146 2.859 0.532 0.265
C 0.43776 -1.13645 4.48177 -0.800 -1.084 -0.244
C 0.06364 -0.89776 3.18082 0.118 1.243 -0.062
N 0.84737 -0.23570 2.33607 -0.384 -0.370 -0.157
C 2.09507 0.02224 2.65126 1.645 0.922 0.663
C 2.63143 -0.37789 3.88639 0.582 0.005 0.167
C 2.84780 0.90714 1.65348 -0.040 -0.996 0.710
C 4.20651 1.23614 1.80060 -0.088 0.313 -0.415
C 4.73341 2.03197 0.80869 0.912 0.852 -0.960
Br 6.61924 2.50581 0.90267 -0.975 -0.214 -0.008
C 3.99245 2.49827 -0.30546 0.686 -1.451 2.444
C 2.70852 2.04487 -0.33126 -0.582 0.465 -0.588
N 2.12621 1.29494 0.59636 0.617 -0.346 0.598
H -0.15671 -1.66273 5.19090 -0.820 -0.062 0.196
H -0.90069 -1.04885 2.77606 -1.042 -0.605 -0.156
H 3.72420 -0.30054 4.12928 -1.374 0.140 -0.231
H 4.90201 0.92855 2.58323 -0.729 -0.119 0.000
H 4.41591 3.07782 -1.07011 0.450 0.685 -0.804
H 2.08491 2.33212 -1.15288 -0.284 -0.078 -0.322
S 2.21451 3.83582 3.87428 0.183 -0.021 -0.261
C 2.92489 4.78984 2.70975 -0.177 0.869 -0.969
N 2.11976 5.33348 1.67217 1.250 -1.246 1.954
C 2.55959 6.16841 0.71685 -0.708 0.919 -0.738
C 3.78951 6.71887 0.73945 1.229 -1.771 2.312
C 4.67842 6.18974 1.76180 -1.120 -0.740 -0.451
C 4.31900 5.20634 2.64608 -2.365 1.051 -1.345
H 1.14702 5.06485 1.77400 0.045 0.073 -0.419
H 1.82872 6.38938 -0.04193 -0.161 0.185 -0.130
H 4.24549 7.42402 0.10805 -0.267 0.682 -1.134
H 5.68719 6.50535 1.72576 0.920 0.411 0.178
H 4.93468 4.80439 3.38051 1.204 -0.553 0.986
```
Positions in Å, forces in eV/Å.

* 2S+1: 5
* orbital gap (alpha / beta): 5.60 / 5.89 eV
* charge: 0
* expectation value of S²: 6.015
* electronic energy: -10127.77359 Ha
* molecular weight: 1037.77 g mol⁻¹
* HOMO level (alpha / beta): -0.232 / -0.245 Ha
* ΔE to the lowest compared entry with this formula, charge and spin: 0.0 kJ/mol

No. 2
Formula: C3H7NO4
Source: the OMol25 dataset
Level of theory: ωB97M-V/def2-TZVPD

Geometry as XYZ:
```
15
Properties=species:S:1:pos:R:3:forces:R:3
C 1.64477 -0.26589 1.09548 -1.433 -1.329 1.068
N 1.41919 -0.75585 -0.20311 0.770 -0.164 0.985
C 0.16352 -1.48037 -0.61356 0.248 2.781 2.472
C -0.75502 -0.34304 -0.91937 -6.047 2.836 -0.858
O -0.22614 0.67484 -1.64781 1.127 0.231 -0.311
O -1.96812 -0.22989 -0.57904 4.060 -1.559 -1.007
O 2.66133 0.21152 1.54039 -0.367 0.120 -1.066
H 0.75427 -0.44834 1.84190 1.069 0.111 -1.467
H 2.01343 -0.29528 -0.91535 -0.729 -0.806 0.509
H 0.33967 -2.15483 -1.41110 0.121 -0.590 -0.677
H -0.39558 -1.92879 0.25948 1.255 -0.028 -0.838
H -0.67843 1.56081 -1.74181 -0.098 -1.970 0.687
H -2.59533 1.61771 0.32845 -0.289 -0.435 0.682
H -2.64487 1.38915 1.92667 -0.136 0.126 -0.821
O -2.09796 1.60432 1.15623 0.450 0.675 0.641
```
Positions in Å, forces in eV/Å.

* orbital gap: 10.42 eV
* charge: 0
* electronic energy: -474.20748 Ha
* molecular weight: 121.09 g mol⁻¹
* structure (SMILES): O=CNCC(=O)O.O
* HOMO level: -0.367 Ha
* ΔE to the lowest compared entry with this formula, charge and spin: 206.8 kJ/mol